DFT (ωB97M-V/def2-TZVPD) results for a molecular structure, C33H35NO9PS3Sc at a distorted geometry.

```
83
Properties=species:S:1:pos:R:3:lowdin_charge:R:1
Sc 0.773 0.759 0.085 0.90
C 3.983 3.028 1.689 -0.05
C 2.532 2.746 1.477 -0.38
O 2.321 1.638 0.814 -0.18
C 1.515 3.720 1.747 -0.08
C 1.813 4.929 2.447 -0.07
C 0.817 5.855 2.698 -0.15
C -0.365 5.816 1.960 -0.15
C -0.734 4.653 1.316 -0.06
C 0.131 3.534 1.173 -0.31
O -0.249 2.472 0.511 -0.24
H 4.609 2.272 1.197 0.08
H 4.292 2.993 2.774 0.08
H 4.234 4.054 1.356 0.08
H 2.768 5.132 2.827 0.07
H 1.012 6.582 3.436 0.07
H -1.010 6.710 1.907 0.09
H -1.744 4.531 0.899 0.10
C 2.252 -2.379 -2.471 -0.09
C 2.736 -1.320 -1.610 -0.35
O 1.936 -0.091 -1.746 -0.49
P 2.162 0.915 -3.092 -0.25
S 1.293 2.425 -2.330 0.37
S 4.055 0.654 -3.519 0.24
O 1.155 0.228 -4.102 -0.39
C 1.019 0.548 -5.592 -0.21
C -0.122 1.470 -5.914 -0.09
H 2.238 -3.299 -1.818 0.09
H 2.992 -2.520 -3.224 0.06
H 1.232 -2.255 -2.864 0.08
H 3.803 -1.053 -1.708 0.06
H 2.694 -1.572 -0.518 0.10
H 0.930 -0.427 -6.051 0.11
H 1.952 0.975 -5.903 0.08
H -1.028 0.880 -6.088 0.05
H -0.006 2.099 -6.828 0.09
H -0.354 2.213 -5.158 0.06
O -1.138 -0.009 -0.522 -0.55
S -2.239 0.946 -1.058 1.07
C -3.332 1.125 0.417 -0.27
C -3.881 -0.119 0.919 -0.29
C -5.143 -0.506 0.445 -0.09
C -5.621 -1.797 0.608 -0.09
C -4.873 -2.718 1.326 -0.11
C -3.632 -2.386 1.790 -0.07
C -3.120 -1.060 1.644 0.02
C -3.418 0.020 -2.298 -0.21
C -2.746 -1.163 -2.814 -0.30
C -2.096 -1.205 -4.063 -0.01
C -1.604 -2.425 -4.528 -0.09
C -1.573 -3.551 -3.727 -0.09
C -2.113 -3.492 -2.435 -0.07
C -2.735 -2.323 -2.040 -0.04
H -4.075 1.887 0.149 0.11
H -2.710 1.569 1.153 0.09
H -5.835 0.238 0.003 0.13
H -6.547 -2.173 0.166 0.11
H -5.263 -3.704 1.451 0.09
H -3.013 -3.025 2.369 0.09
H -2.173 -0.758 2.075 0.11
H -3.676 0.817 -3.042 0.11
H -4.302 -0.248 -1.649 0.08
H -1.877 -0.238 -4.555 0.10
H -1.314 -2.532 -5.548 0.09
H -1.074 -4.449 -4.078 0.10
H -2.105 -4.333 -1.733 0.11
H -3.203 -2.322 -1.042 0.11
O 1.592 -1.096 0.947 -0.08
C 1.265 -0.676 2.110 -0.54
O 0.353 0.223 2.245 -0.04
C 1.833 -1.257 3.350 -0.11
C 2.504 -2.500 3.227 0.02
C 2.973 -3.148 4.376 0.00
C 2.871 -2.460 5.587 -0.15
C 2.221 -1.205 5.702 0.01
C 1.778 -0.565 4.563 0.02
N 3.754 -2.847 6.698 -0.33
O 4.795 -3.411 6.340 0.06
O 3.436 -2.544 7.864 0.05
H 2.562 -2.931 2.176 0.14
H 3.379 -4.176 4.392 0.13
H 2.067 -0.852 6.717 0.12
H 1.408 0.465 4.546 0.14
```

Calculated values
Spin multiplicity ... 2
E_tot ... -117206.09801 eV
<S²> ... 0.7869
ΔE to the lowest compared entry with this formula, charge and spin ... 223.70 kJ/mol
Kohn-Sham gap (alpha / beta) ... 3.1 / 5.6 eV
Net charge ... -1
HOMO (alpha / beta) ... -0.075 / -0.164 Ha
Max |F| ... 0.07346 Eh/bohr